Formula: H3N3O2S
Source: OMol25
Level of theory: the ωB97M-V functional and the def2-TZVPD basis

The highest occupied orbital energy (spin up / spin down) is -0.3238 / -0.3231 Eh. As for the energy above the lowest of the compared OMol25 structures with the same formula, charge and spin: 465.1 kJ/mol.

Geometry as ORCA input:
```
! wB97M-V def2-TZVPD RIJCOSX def2/J DEFGRID3
* xyz 0 1
N -1.019 0.714 0.876
N 0.116 0.792 0.226
N -0.124 0.448 -1.091
O -1.268 0.108 -1.416
O 0.848 0.447 -1.797
S 1.529 -1.668 0.566
H -1.885 0.518 0.272
H -1.075 0.147 1.705
H 2.878 -1.506 0.658
*
```